1.
DFT (ωB97M-V/def2-TZVPD) results for a 3-piece molecular cluster, CH9N4S overall at a distorted geometry.

```
15
Properties=species:S:1:pos:R:3
C 0.6796 1.4002 0.3213
N 1.1296 2.6084 0.0625
N 1.3770 0.3097 0.2109
N -2.7006 0.6597 -0.8241
N 0.2310 -2.1627 0.4678
S -2.0756 0.7047 0.7154
H 0.7099 3.3350 0.6173
H 1.9419 2.6941 -0.4609
H 0.9768 -0.6761 0.3651
H 2.4034 0.1469 0.1959
H -2.6784 -0.2886 -1.1189
H -3.5221 1.2414 -0.9316
H 1.0472 -2.5224 -0.0153
H 0.2347 -2.3831 1.4343
H -0.6355 -2.4534 0.0103
```

Properties
- Relative energy (zero: lowest compared OMol25 entry of this formula, charge and spin): 2.238 eV
- Charge: +1
- Orbital gap (alpha / beta): 0.253 / 0.253 hartree
- LUMO level (alpha / beta): -5.849 / -5.850 eV

2.
DFT (ωB97M-V/def2-TZVPD) results for C33H36BMnNO3S4 as an isolated structure.

```
79
Properties=species:S:1:pos:R:3
Mn -1.8691 -0.3470 0.2235
S -3.3731 1.2674 -0.5629
C -4.9420 0.4607 -0.5576
C -6.0312 1.1445 -1.0859
C -7.2982 0.5877 -0.9947
C -7.4709 -0.6474 -0.3874
C -6.3806 -1.3400 0.1251
C -5.1143 -0.7816 0.0565
S -3.7133 -1.7202 0.6264
C -3.7943 -1.5620 2.4402
C -2.8595 -0.5353 3.0273
C -2.8483 -0.3073 4.3965
C -2.0433 0.6966 4.8992
C -1.3109 1.4902 4.0240
C -1.3725 1.2185 2.6731
C -0.7501 2.1411 1.6537
S -0.0715 1.1362 0.3021
C -0.1952 2.0805 -1.1933
C 0.6644 3.1488 -1.3991
C 0.6588 3.8183 -2.6170
C -0.1790 3.4021 -3.6397
C -1.0338 2.3253 -3.4469
C -1.0431 1.6675 -2.2257
S -2.1813 0.3115 -2.0217
N -2.0871 0.1745 2.1989
H -5.8875 2.1074 -1.5582
H -8.1488 1.1167 -1.4011
H -8.4578 -1.0849 -0.3246
H -6.5168 -2.3195 0.5656
H -3.5968 -2.5486 2.8601
H -4.8231 -1.3111 2.7037
H -3.4656 -0.9070 5.0512
H -2.0061 0.8851 5.9636
H -0.7153 2.3159 4.3863
H 0.0320 2.7469 2.1061
H -1.5198 2.8032 1.2520
H 1.3557 3.4447 -0.6200
H 1.3271 4.6549 -2.7682
H -0.1678 3.9131 -4.5924
H -1.6905 1.9997 -4.2429
C -0.9289 -3.8684 1.5805
C -0.6008 -3.5463 0.1411
C -1.6445 -4.0190 -0.8513
C 0.7652 -4.0787 -0.2648
O -0.5494 -2.0169 0.0376
H -0.9853 -4.9507 1.7066
H -1.8998 -3.4575 1.8583
H -0.1663 -3.4830 2.2567
H -1.4990 -5.0845 -1.0298
H -1.5260 -3.5064 -1.8060
H -2.6608 -3.8854 -0.4934
H 0.7273 -5.1671 -0.2239
H 1.5599 -3.7689 0.4161
H 1.0174 -3.7913 -1.2855
C 7.1191 1.3028 -0.5145
C 5.7996 1.3192 -1.2899
C 5.3220 2.7731 -1.4287
C 6.0573 0.7398 -2.6852
C 4.7006 0.5373 -0.5659
C 4.7605 0.3008 0.8103
C 3.7464 -0.3456 1.5172
C 2.6609 -0.7536 0.7845
O 1.4930 -1.3834 1.2182
B 0.7533 -1.5215 0.0651
O 1.3794 -1.0373 -1.0602
C 2.5891 -0.5389 -0.5796
C 3.5778 0.1017 -1.2826
H 7.8899 1.8002 -1.1032
H 7.4562 0.2845 -0.3144
H 7.0508 1.8369 0.4336
H 6.0676 3.3718 -1.9544
H 5.1545 3.2236 -0.4483
H 4.3881 2.8237 -1.9949
H 6.9027 1.2527 -3.1441
H 5.2074 0.8720 -3.3559
H 6.2958 -0.3238 -2.6387
H 5.6321 0.6184 1.3622
H 3.8196 -0.5240 2.5807
H 3.4876 0.2469 -2.3494
```

Properties
- Spin multiplicity: 2
- Relative energy (zero: lowest compared OMol25 entry of this formula, charge and spin): 0.156 eV
- Charge: +2
- Orbital gap (alpha / beta): 0.239 / 0.241 hartree
- LUMO level (alpha / beta): -6.526 / -6.472 eV

3.
DFT (ωB97M-V/def2-TZVPD) results for one molecule with the formula C19H28N4O5S at a distorted geometry.

```
57
Properties=species:S:1:pos:R:3
C 0.9823 1.8944 2.7850
C 1.7139 2.6836 1.7058
C 2.1067 1.8221 0.5040
H 1.2508 1.2155 0.1988
C 3.2985 0.9092 0.8164
N 3.5118 -0.1390 -0.1484
S 2.9051 -1.6251 0.2190
O 3.3382 -2.5471 -0.7870
O 3.1978 -1.9009 1.5951
C 1.1192 -1.4454 0.0752
C 0.5493 -1.3375 -1.1799
C -0.8149 -1.1424 -1.2877
C -1.6087 -1.0751 -0.1425
C -1.0195 -1.1846 1.1159
C 0.3488 -1.3666 1.2197
H 0.8365 -1.4559 2.1772
H -1.6099 -1.0961 2.0164
C -3.0667 -0.8458 -0.3426
O -3.5207 -0.2506 -1.2884
N -3.8629 -1.3901 0.6473
C -5.2248 -1.3006 0.6932
N -5.9708 -1.7765 1.6423
N -7.2410 -1.4615 1.3142
C -7.2076 -0.8230 0.1945
O -5.9339 -0.6888 -0.2652
C -8.3668 -0.2672 -0.5640
O -8.2725 1.1134 -0.7935
C -7.3966 1.4771 -1.8403
H -7.4704 2.5590 -1.9273
H -6.3598 1.1991 -1.6304
H -7.7052 1.0123 -2.7844
H -9.2593 -0.4271 0.0447
H -8.4676 -0.8136 -1.5160
H -3.4606 -1.9224 1.4051
H -1.2895 -1.0420 -2.2520
H 1.1767 -1.4149 -2.0532
C 3.8555 0.1727 -1.5133
H 3.1614 0.9207 -1.9188
C 5.2971 0.6636 -1.6813
C 6.3488 -0.4093 -1.3914
C 6.5522 -0.6844 0.0943
H 6.8004 0.2340 0.6235
H 7.3707 -1.3874 0.2313
H 5.6577 -1.1132 0.5366
H 7.2991 -0.0825 -1.8221
H 6.0566 -1.3357 -1.8888
H 5.4023 0.9918 -2.7181
H 5.4696 1.5307 -1.0413
H 3.7353 -0.7584 -2.0687
H 4.2086 1.5113 0.9000
H 3.1486 0.3941 1.7652
H 2.3674 2.4756 -0.3312
H 2.6112 3.1398 2.1289
H 1.0637 3.4905 1.3611
H 0.0713 1.4580 2.3805
H 1.6039 1.0936 3.1762
H 0.7127 2.5486 3.6106
```

Properties
- Relative energy (zero: lowest compared OMol25 entry of this formula, charge and spin): 3.063 eV
- Charge: 0
- Orbital gap: 0.331 hartree
- LUMO level: -0.371 eV

4.
DFT (ωB97M-V/def2-TZVPD) results for one molecule with the formula C4H7ClO at a distorted geometry.

```
13
Properties=species:S:1:pos:R:3
C -1.0050 -1.1964 0.1102
C -0.3418 -0.0004 0.8474
C 0.2180 0.9440 -0.1496
C 1.5571 0.6678 -0.6607
H -0.3846 -1.6504 -0.6205
H -1.3476 -1.9295 0.8749
H 0.4902 -0.3952 1.4941
H -1.1228 0.4718 1.4845
H -0.1765 1.9227 0.0447
H 2.1340 1.5012 -1.0349
H 2.0573 -0.1468 -0.2215
O 0.4309 0.4576 -1.4656
Cl -2.5091 -0.6463 -0.7030
```

Properties
- Relative energy (zero: lowest compared OMol25 entry of this formula, charge and spin): 1.646 eV
- Charge: 0
- Orbital gap: 0.422 hartree
- LUMO level: 1.003 eV

5.
DFT (ωB97M-V/def2-TZVPD) results for C43H47N5O2SbW as an isolated structure at a distorted geometry.

```
99
Properties=species:S:1:pos:R:3
W 0.2772 0.2912 -0.1372
C -0.7876 0.5536 -4.5089
C -0.0788 -0.6290 -3.8195
C -0.8348 -1.2027 -2.6120
N -0.0153 -1.3330 -1.4004
C 0.4743 -2.5246 -1.1007
C 0.5353 -3.5784 -2.0413
C 0.7853 -4.9194 -1.8500
C 1.0235 -5.6182 -0.6682
C 1.2418 -5.0649 0.5727
C 1.3197 -3.7268 0.9561
C 1.0498 -2.5697 0.2292
N 1.1951 -1.3474 0.7568
C 2.0861 -1.1737 1.9193
C 2.8721 0.1131 1.7683
C 3.3710 0.2066 0.3404
N 2.2871 0.6400 -0.5526
C 2.6436 1.2174 -1.6983
C 3.9118 1.0208 -2.2517
C 4.5322 1.6223 -3.3416
C 4.1349 2.7350 -4.0499
C 2.9619 3.4453 -3.8289
C 1.8393 3.1073 -3.0994
C 1.5605 1.9675 -2.3093
N 0.3564 1.5951 -1.9057
C -0.7853 2.2848 -2.5293
C -1.5761 1.5032 -3.5978
H -1.4961 0.1647 -5.2429
H -0.0413 1.1217 -5.0696
H 0.8989 -0.3286 -3.4753
H 0.0904 -1.4124 -4.5618
H -1.2875 -2.1594 -2.8575
H -1.6536 -0.5561 -2.3306
H 0.3694 -3.2799 -3.0695
H 0.7676 -5.5218 -2.7538
H 1.0712 -6.6993 -0.7425
H 1.4116 -5.7736 1.3783
H 1.5534 -3.5613 1.9991
H 2.7987 -1.9979 1.9324
H 1.5329 -1.1894 2.8538
H 3.7041 0.1222 2.4729
H 2.2528 0.9759 1.9817
H 3.7603 -0.7702 0.0308
H 4.1844 0.9248 0.2719
H 4.4869 0.2352 -1.7731
H 5.4868 1.1926 -3.6226
H 4.8115 3.1221 -4.7999
H 2.8923 4.3979 -4.3461
H 1.0600 3.8498 -3.1366
H -0.4475 3.1914 -3.0018
H -1.4561 2.6113 -1.7520
H -2.0504 2.2505 -4.2368
H -2.4049 0.9602 -3.1390
N -2.1294 0.9493 -0.0688
C -2.5721 2.2723 0.4907
C -2.0037 2.3624 1.9002
C -0.6430 1.8032 1.6868
O 0.0799 2.2977 0.7582
O -0.2909 0.7233 2.2317
H -2.4094 0.8739 -1.0369
H -2.6566 0.2318 0.4117
H -3.6543 2.3697 0.4957
H -2.1555 3.0678 -0.1156
H -2.5624 1.7432 2.5918
H -1.9585 3.3871 2.2739
C -0.0430 -3.6020 5.8046
C -0.4997 -4.4498 4.8037
C -1.0296 -3.9245 3.6300
C -1.1058 -2.5438 3.4445
C -0.6284 -1.6981 4.4479
C -0.1071 -2.2255 5.6248
Sb -1.9248 -1.7403 1.6323
C -3.7258 -0.9152 2.4891
C -4.8591 -0.8476 1.6730
C -6.0410 -0.2828 2.1410
C -6.1029 0.2222 3.4342
C -4.9844 0.1541 4.2568
C -3.8012 -0.4091 3.7866
C -2.9406 -3.5214 0.9900
C -2.7420 -3.9773 -0.3147
C -3.4105 -5.1069 -0.7849
C -4.2859 -5.7863 0.0509
C -4.4966 -5.3377 1.3520
C -3.8307 -4.2115 1.8193
H 0.3611 -4.0123 6.7231
H -0.4477 -5.5260 4.9371
H -1.3853 -4.5973 2.8582
H -0.6399 -0.6235 4.3074
H 0.2530 -1.5589 6.4004
H -4.8335 -1.2686 0.6707
H -6.9165 -0.2490 1.5015
H -7.0248 0.6564 3.8044
H -5.0321 0.5385 5.2700
H -2.9430 -0.4649 4.4465
H -2.0590 -3.4510 -0.9733
H -3.2487 -5.4522 -1.8006
H -4.8087 -6.6657 -0.3095
H -5.1846 -5.8676 2.0025
H -4.0064 -3.8640 2.8342
```

Properties
- Spin multiplicity: 3
- Charge: +1
- Orbital gap (alpha / beta): 0.225 / 0.255 hartree
- LUMO level (alpha / beta): -2.730 / -2.837 eV

6.
DFT (ωB97M-V/def2-TZVPD) results for a 2-piece molecular cluster, C9H8O3P overall at a distorted geometry.

```
21
Properties=species:S:1:pos:R:3
C -1.9358 -1.2552 -0.8863
C -1.0041 0.0865 0.9544
C -3.0733 -0.4713 -0.8825
C -2.0516 0.9305 0.9490
C -0.9788 -1.0555 0.0941
C -3.1127 0.6332 0.0403
C 5.1802 0.9759 -0.4496
C 4.1111 0.6138 0.2864
C 0.1035 -1.8961 0.1746
O 0.7221 -2.8218 0.2439
O -4.1676 1.3846 -0.1399
O 1.6355 -0.3205 0.5083
P 2.6281 -0.1571 -0.5740
H -1.9585 -2.0258 -1.5695
H -0.2572 0.1337 1.7182
H -3.8737 -0.3888 -1.5492
H -2.0535 1.8121 1.6152
H 5.9528 1.5600 0.0762
H 5.1823 0.5399 -1.4965
H 3.8522 0.9282 1.2923
H -4.9010 0.7936 -0.4054
```

Properties
- Relative energy (zero: lowest compared OMol25 entry of this formula, charge and spin): 1.610 eV
- Charge: +1
- Orbital gap: 0.311 hartree
- LUMO level: -4.546 eV

In order of appearance, calculated total energy = -660.3692; -4327.8652; -1734.1815; -691.9854; -2398.1369; -914.4960 a.u..